(1)
{
  "formula": "CH5OPS",
  "method": "ωB97M-V with the def2-TZVPD basis set",
  "species": ["H", "H", "O", "H", "H", "C", "P", "S", "H"],
  "positions_angstrom": [[0.07, 0.33, 1.94], [3.06, -1.66, -0.27], [0.07, 0.81, -0.07], [-1.48, 0.72, 0.95], [-2.32, 0.22, -1.58], [-0.46, 0.78, 1.08], [1.24, 0.25, -0.86], [2.25, -0.91, 0.55], [-2.44, -0.55, -1.75]],
  "mulliken_charge": [0.23, 0.18, -0.09, 0.27, -0.13, -0.37, 0.11, -0.33, 0.13],
  "energy_ha": -855.739310,
  "homo_ev": [-8.006, -7.169],
  "e_lumo_ev": [-0.13, 0.31],
  "de_lowest_kj_mol": 423.09,
  "largest_force_ev_per_a": 4.68,
  "homo_lumo_gap_ev": [7.9, 7.5]
}



(2)
{
  "formula": "C6H5ClFFe",
  "method": "ωB97M-V with the def2-TZVPD basis set",
  "species": ["C", "F", "C", "Fe", "C", "C", "H", "H", "Cl", "H", "H", "C", "C", "H"],
  "positions_angstrom": [[-0.92, -0.09, 0.38], [-2.66, -1.31, -0.69], [0.39, 0.28, 0.49], [-0.09, 4.90, 3.60], [0.92, -1.27, -1.31], [1.29, -0.30, -0.39], [0.73, 0.91, 1.31], [2.35, -0.14, -0.32], [0.48, 3.57, 1.73], [1.67, -1.67, -1.98], [-0.71, -2.45, -1.98], [-0.37, -1.67, -1.31], [-1.37, -1.04, -0.55], [-1.70, 0.29, 1.02]],
  "mulliken_charge": [-0.10, -0.09, -0.06, 1.22, -0.15, -0.32, 0.61, 0.43, -0.19, 0.50, 0.48, -0.18, 0.38, 0.46],
  "total_charge": 3,
  "energy_ha": -2053.963323,
  "homo_ev": [-21.606, -21.437],
  "e_lumo_ev": [-13.00, -17.35],
  "multiplicity": 7,
  "largest_force_ev_per_a": 4.79,
  "homo_lumo_gap_ev": [8.6, 4.1],
  "s_squared": 12.011
}



(3)
{
  "formula": "C32H49Cl2O2PTi",
  "method": "ωB97M-V with the def2-TZVPD basis set",
  "species": ["H", "H", "C", "H", "H", "H", "C", "C", "C", "H", "C", "H", "H", "H", "H", "C", "H", "C", "H", "C", "H", "C", "H", "C", "H", "H", "H", "C", "C", "H", "H", "C", "C", "C", "C", "H", "H", "Ti", "C", "C", "C", "C", "H", "C", "H", "H", "Cl", "H", "H", "C", "H", "H", "C", "C", "H", "H", "H", "H", "H", "C", "H", "H", "C", "C", "H", "H", "C", "O", "O", "H", "H", "Cl", "C", "H", "C", "H", "H", "H", "H", "H", "C", "C", "H", "H", "H", "H", "P"],
  "positions_angstrom": [[-0.17, -1.43, 1.02], [-1.71, -4.50, 3.56], [2.51, 0.33, 3.57], [-0.96, -2.80, 5.22], [-2.34, 1.25, -3.28], [2.02, -1.96, -4.98], [2.07, -1.83, -3.90], [0.43, 2.90, -0.54], [-0.52, -1.45, 2.08], [1.26, 2.19, -3.05], [2.21, 0.04, 2.12], [1.90, -2.82, -3.45], [4.48, -0.37, -1.84], [0.43, -3.19, 3.07], [3.10, -1.45, 6.41], [0.62, 4.82, -2.24], [1.71, 4.80, -2.37], [2.88, -0.60, 5.75], [0.93, 4.96, -0.10], [3.53, -0.89, -2.03], [-4.98, -2.09, -3.82], [-3.76, -0.32, -3.72], [-3.96, 0.05, -4.73], [1.02, -0.62, -1.94], [-1.11, 4.11, -3.32], [3.52, -1.78, -1.37], [-3.37, -2.30, -4.49], [-2.06, -1.94, -1.89], [0.19, 2.42, -3.00], [-0.31, 1.82, -3.77], [2.16, 2.47, 3.45], [2.35, 1.62, 4.13], [-2.00, -0.41, -1.91], [-1.85, -2.57, 4.57], [2.83, -0.75, 4.39], [4.20, -2.09, -3.69], [-4.18, -2.17, -1.55], [-0.65, 0.42, 1.49], [-1.97, -1.07, 4.15], [-3.45, -2.44, -2.33], [2.39, 1.79, 5.48], [-0.52, -2.90, 2.45], [0.30, 5.86, -2.40], [-0.84, 1.09, 3.37], [-2.77, -0.05, -1.21], [2.44, 0.20, -0.52], [-2.82, 1.22, 0.85], [-2.90, -0.93, 3.58], [-1.83, 1.51, 3.62], [2.37, 0.02, -1.60], [0.05, 2.72, 0.48], [3.04, -1.73, 3.89], [-1.74, -3.42, 3.30], [-0.03, 3.92, -3.29], [-1.98, -0.41, 5.04], [0.37, 4.15, -4.28], [-4.50, 0.14, -3.05], [-1.84, -2.31, -0.88], [-1.39, 2.40, -1.54], [-0.77, -0.56, 3.31], [1.50, 2.62, -0.56], [1.02, 0.07, -4.00], [0.93, -0.89, -3.45], [3.45, -1.32, -3.49], [-0.46, -3.64, 1.57], [2.24, 2.79, 5.95], [-2.36, 0.15, -3.29], [2.73, -0.91, 1.55], [1.28, 0.85, 1.59], [3.72, -0.46, -4.13], [-3.44, -3.53, -2.39], [2.55, 0.86, 8.02], [0.29, 4.41, -0.80], [-0.03, -1.33, -3.73], [-0.34, 2.09, -1.60], [0.98, -1.60, -1.43], [-2.72, -2.88, 5.15], [-1.62, -0.19, -4.03], [-0.75, 4.70, -0.57], [0.07, 1.44, 3.97], [-3.92, -1.84, -3.66], [2.61, 0.68, 6.32], [-2.67, -3.24, 2.74], [2.46, 0.99, -2.11], [0.15, -0.86, 3.86], [-1.30, -2.35, -2.56], [-0.42, 0.27, -1.18]],
  "mulliken_charge": [0.23, 0.39, 0.28, 0.27, 0.22, 0.40, -0.98, 0.28, 0.67, 0.19, 0.50, 0.38, 0.43, 0.23, 0.38, -0.74, 0.31, -0.57, 0.43, -0.68, 0.36, -1.03, 0.40, 0.64, 0.38, 0.33, 0.32, -0.41, -0.72, 0.28, 0.30, -0.43, 0.55, -0.72, -0.56, 0.41, 0.34, -1.53, -1.06, -0.86, -0.20, -1.09, 0.40, -0.25, 0.50, -0.92, -0.62, 0.26, 0.48, 0.00, -0.23, 0.39, -0.77, -0.94, 0.45, 0.39, 0.38, -0.04, 0.94, 1.64, 0.26, 0.16, -0.42, -0.80, 0.34, 0.37, -0.44, -0.64, -0.28, 0.34, 0.42, -0.22, -0.97, 0.16, -0.11, 0.74, 0.46, 0.12, 0.38, -0.15, -0.70, 0.26, 0.30, 0.21, -0.11, 0.21, -0.27],
  "energy_ha": -3510.451753,
  "homo_ev": -7.834,
  "e_lumo_ev": 0.25,
  "largest_force_ev_per_a": 4.01,
  "homo_lumo_gap_ev": 8.1
}



(4)
{
  "formula": "CH5N2O",
  "method": "ωB97M-V with the def2-TZVPD basis set",
  "species": ["H", "N", "O", "H", "N", "H", "H", "C", "H"],
  "positions_angstrom": [[-1.93, -0.08, -0.30], [0.09, 0.13, -0.57], [0.23, 0.44, -1.68], [-0.95, -0.19, 1.22], [1.30, -0.42, 0.21], [2.12, -0.20, -0.33], [1.65, -1.10, 0.80], [-1.06, 0.22, 0.25], [-1.44, 1.20, 0.39]],
  "mulliken_charge": [0.34, 0.77, -0.28, 0.33, -0.42, 0.28, 0.27, -0.63, 0.34],
  "total_charge": 1,
  "energy_ha": -225.411148,
  "homo_ev": -17.027,
  "e_lumo_ev": -7.19,
  "de_lowest_kj_mol": 514.42,
  "largest_force_ev_per_a": 6.94,
  "homo_lumo_gap_ev": 9.8
}



(5)
{
  "formula": "C30H64N9O8",
  "method": "ωB97M-V with the def2-TZVPD basis set",
  "species": ["H", "H", "N", "H", "H", "H", "H", "H", "C", "C", "H", "C", "H", "H", "C", "H", "H", "O", "H", "O", "H", "N", "H", "H", "C", "H", "H", "H", "C", "C", "H", "H", "H", "C", "N", "H", "C", "C", "H", "H", "N", "H", "C", "N", "H", "H", "H", "O", "H", "H", "O", "C", "H", "H", "C", "H", "N", "C", "H", "C", "H", "O", "H", "H", "H", "C", "O", "C", "H", "H", "O", "C", "H", "H", "C", "C", "C", "C", "H", "C", "C", "H", "H", "H", "H", "N", "H", "C", "H", "H", "C", "C", "H", "H", "H", "O", "H", "H", "H", "N", "H", "H", "C", "H", "H", "H", "N", "H", "H", "C", "C"],
  "positions_angstrom": [[7.91, -2.50, -0.46], [-6.32, 7.12, -1.20], [0.51, -1.65, -1.85], [-2.13, 0.79, -0.89], [3.30, -3.84, 2.69], [9.23, -1.57, -4.18], [-7.81, 3.79, -6.76], [9.15, -3.56, -1.18], [-2.43, 1.30, 0.02], [3.93, -3.24, -0.56], [2.11, -6.40, 2.89], [-7.54, -1.98, 0.90], [4.16, -0.96, 2.88], [1.17, 2.47, 1.43], [-7.68, 4.73, -6.22], [0.59, 0.22, 2.29], [-5.14, 2.74, 0.98], [1.92, -3.81, 1.19], [4.18, 1.41, 5.75], [5.99, -1.72, -2.26], [-3.61, 1.69, -2.23], [-6.94, -0.79, 0.30], [6.09, -1.29, 6.04], [-6.94, 0.63, -1.24], [3.06, -3.71, 1.63], [1.57, -7.20, 4.39], [5.84, 0.87, 6.07], [9.69, -3.19, -3.66], [1.02, 1.66, 0.73], [3.73, -0.50, 3.77], [-5.08, 6.37, -2.21], [-3.70, 9.54, -0.11], [-5.46, 9.33, -0.20], [5.46, -3.33, 1.43], [3.47, -7.76, 3.74], [0.28, -1.67, 0.77], [0.99, 0.76, -1.51], [8.17, -3.12, -1.33], [-2.73, 0.57, 0.77], [-6.78, 3.06, -4.51], [-3.54, 2.19, -0.25], [-4.53, 8.60, 1.13], [-4.09, 2.33, -1.47], [4.12, -3.43, 0.86], [3.24, -2.40, -0.73], [-8.38, -2.31, 0.29], [5.44, 1.58, 4.50], [-2.35, 7.16, 0.23], [-5.51, 0.66, 0.37], [0.06, -1.35, -2.71], [4.84, -6.30, 2.68], [-5.37, 7.28, -1.70], [1.41, -2.07, -2.11], [4.13, -9.71, 4.09], [9.39, -2.20, -3.32], [7.42, -3.91, -1.41], [8.17, -2.30, -2.53], [3.25, -9.09, 4.27], [-3.21, 6.03, -1.21], [-3.24, 6.91, -0.56], [-8.55, 0.03, -0.77], [-5.02, 3.06, -1.72], [-7.81, 5.56, -6.91], [4.88, -3.02, -1.05], [2.79, -5.91, 4.45], [0.68, -0.47, -0.95], [-4.36, 5.83, -5.45], [-5.89, -0.23, 0.91], [2.39, -9.55, 3.78], [-6.80, -2.77, 0.96], [-5.37, -0.62, 1.93], [4.61, -7.41, 3.14], [-3.55, 2.77, 1.77], [6.11, -4.07, 0.97], [0.71, 0.40, 1.24], [7.04, -1.67, -2.89], [5.07, 0.95, 5.31], [-5.47, 5.74, -5.93], [1.36, 2.80, -1.06], [2.42, -6.76, 3.88], [-7.50, -0.25, -0.93], [10.19, -1.78, -2.71], [-1.59, 1.88, 0.40], [5.41, -3.50, 2.50], [7.14, -1.09, -3.81], [4.74, -0.37, 4.80], [-4.00, 4.04, 0.60], [0.52, -0.68, 0.40], [-5.72, 4.23, -3.71], [-7.89, -1.75, 1.90], [-5.97, 3.77, -4.66], [-4.53, 8.85, 0.07], [3.34, 0.48, 3.51], [5.86, -2.33, 1.24], [-7.45, -1.00, -1.72], [5.10, -2.61, 4.86], [3.50, -4.14, -1.00], [2.91, -1.13, 4.12], [-5.86, 6.47, -6.66], [-4.35, 7.65, -0.74], [5.35, -8.22, 3.08], [3.06, -9.05, 5.34], [1.14, 1.83, -0.64], [-5.49, 8.08, -2.44], [-5.09, 3.24, -5.02], [1.12, 0.90, -2.57], [-6.36, 4.78, -5.62], [-0.08, -2.34, -1.38], [-8.45, 4.79, -5.44], [5.34, -1.49, 5.26], [-4.09, 2.98, 0.85]],
  "mulliken_charge": [0.26, 0.35, -0.05, 0.09, 0.58, 0.30, 0.32, 0.41, -1.00, -0.38, 0.23, -0.96, 0.09, 0.52, -0.93, 0.54, 0.37, -0.72, 0.32, -0.62, 0.31, 0.07, 0.28, 0.23, -0.08, 0.37, 0.31, 0.34, -1.08, -0.78, -0.02, 0.29, 0.39, -0.80, 0.12, 0.42, -0.86, -0.84, 0.38, 0.39, 0.39, 0.31, -0.02, 0.26, -0.21, 0.39, 0.33, -0.65, -0.29, 0.43, -0.54, -0.60, 0.32, 0.29, -0.94, 0.27, 0.13, -0.93, 0.42, 0.00, 0.33, -0.58, 0.30, 0.14, 0.24, 0.86, -0.59, 0.75, 0.33, 0.29, -0.66, 0.11, 0.39, 0.30, -0.50, 0.09, -0.94, 0.07, 0.46, -0.82, -0.82, 0.34, 0.54, 0.21, 0.25, 0.17, 0.21, -0.64, 0.02, 0.30, -0.70, -0.99, 0.41, 0.35, 0.32, -0.54, 0.39, 0.30, 0.30, 0.12, 0.24, 0.34, -0.39, 0.38, 0.29, 0.51, 0.18, 0.42, 0.33, 0.06, -0.97],
  "total_charge": 1,
  "energy_ha": -2276.011818,
  "homo_ev": -10.432,
  "e_lumo_ev": -2.85,
  "largest_force_ev_per_a": 0.66,
  "homo_lumo_gap_ev": 7.6
}



(6)
{
  "formula": "CO5S2",
  "method": "ωB97M-V with the def2-TZVPD basis set",
  "species": ["O", "S", "S", "O", "O", "O", "C", "O"],
  "positions_angstrom": [[-0.73, -0.37, 1.55], [0.64, 0.35, -0.98], [-1.51, 0.51, 0.49], [-0.82, -0.24, -1.03], [-0.93, 1.79, 0.33], [1.26, -0.89, 0.33], [0.75, -1.12, 1.40], [1.34, -0.03, -2.10]],
  "mulliken_charge": [-0.30, 0.81, 0.72, -0.33, -0.44, -0.13, 0.07, -0.41],
  "energy_ha": -1210.531893,
  "homo_ev": -10.244,
  "e_lumo_ev": -0.82,
  "de_lowest_kj_mol": 221.30,
  "largest_force_ev_per_a": 4.37,
  "homo_lumo_gap_ev": 9.4
}



(7)
{
  "formula": "C2HF3INO2",
  "method": "ωB97M-V with the def2-TZVPD basis set",
  "species": ["O", "C", "I", "O", "C", "F", "F", "H", "F", "N"],
  "positions_angstrom": [[0.99, -1.28, -1.13], [1.19, 0.73, -0.06], [-1.43, -1.75, -0.58], [0.15, 0.56, -2.02], [-1.38, -0.27, 0.86], [-1.20, -0.67, 2.20], [1.79, 0.10, 0.90], [-2.11, 0.53, 1.04], [1.12, 2.04, -0.03], [0.87, 0.02, -1.18]],
  "mulliken_charge": [-0.54, 0.49, 0.29, -0.54, -0.21, -0.23, -0.16, 0.36, -0.18, 0.70],
  "energy_ha": -879.053278,
  "homo_ev": [-9.426, -8.826],
  "e_lumo_ev": [-1.39, -2.12],
  "de_lowest_kj_mol": 320.31,
  "largest_force_ev_per_a": 2.62,
  "homo_lumo_gap_ev": [8.0, 6.7]
}



(8)
{
  "formula": "C24H11Cl5N8O4S4Sn",
  "method": "ωB97M-V with the def2-TZVPD basis set",
  "species": ["C", "Cl", "C", "N", "H", "C", "C", "C", "C", "C", "Sn", "N", "C", "O", "H", "C", "C", "C", "N", "C", "S", "H", "C", "O", "H", "C", "H", "N", "O", "N", "C", "N", "H", "H", "C", "C", "H", "N", "C", "C", "N", "C", "Cl", "O", "S", "H", "S", "C", "C", "C", "Cl", "S", "H", "Cl", "Cl", "H", "C"],
  "positions_angstrom": [[-1.06, 2.12, 1.14], [-4.43, 4.22, 1.79], [-2.28, -2.50, -0.20], [6.37, 3.41, -3.15], [0.73, -1.20, -2.35], [2.77, 4.20, -2.58], [-1.29, 0.92, -1.56], [-2.86, -3.45, -0.96], [-3.64, -2.57, 1.93], [3.17, 1.90, -1.98], [-0.11, 0.01, 0.50], [-1.77, 1.46, -2.47], [-2.38, -0.73, 2.90], [3.47, -0.14, -0.84], [-1.30, 0.95, 3.22], [1.20, -3.68, 1.76], [-0.12, 3.06, 1.53], [2.91, -1.86, 1.73], [-1.96, -1.01, 1.69], [-2.68, -2.05, 1.13], [2.91, -2.13, 0.07], [-3.71, -4.07, -0.74], [3.57, -4.30, 1.85], [1.43, 0.32, -1.65], [1.26, 2.85, -1.88], [-2.77, 3.77, 1.68], [2.10, 5.04, -2.68], [4.37, -5.10, 2.07], [7.05, 2.41, -3.17], [-1.85, 0.24, 3.68], [2.65, 0.59, -1.46], [-1.17, -1.89, -0.75], [5.20, 1.22, -2.18], [-2.33, 0.52, 4.51], [-0.45, 4.33, 1.99], [-2.38, 2.52, 1.22], [-2.21, 1.94, -3.22], [0.09, -3.94, 1.93], [-1.79, 4.69, 2.07], [4.11, 4.35, -2.92], [0.16, -1.99, -2.67], [4.94, 3.26, -2.78], [1.58, 2.64, 1.43], [6.74, 4.51, -3.50], [-3.67, -1.74, 3.44], [0.30, -2.36, -3.59], [3.05, -0.77, 2.88], [2.57, -3.32, 1.55], [2.30, 2.98, -2.13], [4.51, 2.04, -2.31], [0.77, 5.46, 2.44], [-1.97, -3.65, -2.43], [4.51, 5.29, -3.28], [-3.65, 1.41, 0.73], [-2.24, 6.25, 2.64], [-4.30, -3.40, 1.73], [-0.88, -2.39, -1.93]],
  "mulliken_charge": [-2.40, -0.19, -0.76, 1.02, 0.12, -0.69, -0.19, -0.11, -0.13, 0.34, 0.73, -0.01, 0.18, -0.75, 0.07, -0.10, 1.45, 0.20, 0.56, -0.73, 0.23, 0.45, -0.03, -0.69, 0.32, -0.38, 0.43, -0.47, -0.59, -0.35, 0.56, 0.64, 0.61, 0.26, -0.52, 1.57, 0.25, -0.44, 0.68, -0.48, -0.21, -0.08, -0.11, -0.62, -0.23, 0.22, -0.21, 0.89, -0.37, -0.33, -0.18, -0.25, 0.49, -0.16, -0.18, 0.45, 0.18],
  "energy_ha": -5768.089567,
  "homo_ev": -8.401,
  "e_lumo_ev": -0.49,
  "de_lowest_kj_mol": 0.00,
  "largest_force_ev_per_a": 0.64,
  "homo_lumo_gap_ev": 7.9
}